This record from the Open Molecules 2025 dataset describes C29H32MoN10O3S3 as an isolated structure in a non-equilibrium geometry. The level of theory is the ωB97M-V functional and the def2-TZVPD basis.

Properties
F_max ... 3.5 eV/Å
ΔE to the lowest compared entry with this formula, charge and spin ... 1.603 eV
HOMO-LUMO gap (alpha / beta) ... 5.653 / 4.750 eV
Energy ... -85985.0841 eV
Net charge ... +2
<S²> ... 2.038
Spin multiplicity ... 3

The geometry in XYZ format:
```
78
Properties=species:S:1:pos:R:3:forces:R:3
Mo -0.82929 -0.15176 1.11274 0.0466 0.3943 -0.2429
C 2.59343 -1.29680 3.45455 -0.0739 0.2215 -0.1754
C 1.33424 -1.39436 2.67729 0.0146 0.7679 -0.6709
N 0.87169 -0.51991 1.82292 2.5657 -1.2838 1.9324
N 1.17504 0.75449 1.55382 0.8131 0.3092 -1.9027
C 0.73195 1.61890 2.51100 -0.5922 0.6937 1.8021
N 1.40416 2.71368 2.79441 0.0930 -0.3163 -0.4358
S -0.71837 1.19817 3.32598 -0.1259 -0.3281 -0.2241
C 0.32213 -2.40447 2.81880 -0.9168 -0.9869 0.1659
C 0.43326 -3.55796 3.59943 0.1740 0.7263 -0.4129
C -0.67863 -4.35161 3.79554 -0.5855 0.1137 -0.3026
C -1.87634 -3.96823 3.19390 0.4359 -0.1761 0.3057
C -1.90956 -2.82546 2.41660 -0.1200 0.1624 -0.2242
N -0.84852 -2.04089 2.19652 -0.0633 -1.1228 0.8837
H 3.09626 -0.35913 3.23533 0.0653 0.0288 0.0205
H 3.26368 -2.11979 3.21028 0.0141 -0.0987 -0.1003
H 2.38997 -1.35932 4.52417 -0.0977 0.0500 0.0068
H 2.14007 3.02206 2.16983 -0.0170 -0.1190 0.0691
H 0.95973 3.42871 3.35507 -0.0117 -0.1018 -0.0852
H 1.37946 -3.80857 4.05294 0.0929 0.0405 0.0600
H -0.62358 -5.23474 4.41365 -0.0087 -0.0686 0.0104
H -2.78123 -4.53686 3.34297 -0.0457 -0.0243 -0.0300
H -2.83979 -2.50658 1.97077 0.0456 -0.0187 0.0029
N -6.06984 5.89723 1.99867 -0.3879 0.1513 0.2254
C -4.99674 5.24374 1.51780 0.4085 -0.1970 -0.1687
C -4.79181 5.12723 0.12727 0.1099 -0.0782 0.1343
C -3.67467 4.49262 -0.36272 -0.0539 0.2061 -0.0033
C -2.74593 3.96502 0.52126 0.8606 -0.2845 -0.3459
C -2.94289 4.03052 1.89257 0.0265 0.1296 0.1034
C -4.05422 4.66815 2.39595 -0.0591 -0.0530 -0.1837
S -1.29140 3.15915 -0.08099 0.1912 0.0604 0.6383
O -0.17012 3.42618 0.78446 -0.2502 0.2321 -0.0850
O -1.10344 3.27874 -1.48681 -0.4213 0.1372 -0.1574
N -1.56546 1.51794 0.26229 0.0931 1.0388 -0.3768
C -2.74465 0.98094 -0.03526 -0.9492 -0.3774 -0.3693
N -2.80905 -0.30608 0.43869 -0.9215 0.3683 -0.2299
C -3.88589 -1.00837 0.08095 -0.6500 -0.1634 -0.3177
C -4.90511 -0.44162 -0.66656 0.2619 -0.3574 0.3428
C -4.76938 0.89638 -1.02466 0.3589 -0.0159 0.1384
N -3.69278 1.59655 -0.71550 -0.0975 -0.0705 -0.3009
H -6.74484 6.31887 1.38349 0.0874 -0.0256 0.0927
H -6.20945 5.99197 2.99026 -0.0388 0.0359 -0.1339
H -5.52177 5.54882 -0.54629 -0.0398 0.0658 -0.1171
H -3.49956 4.39779 -1.42033 -0.0439 0.0358 -0.2048
H -2.20776 3.58772 2.54710 0.0226 0.0217 0.1891
H -4.21177 4.74006 3.46240 0.0246 -0.0045 0.0776
H -3.93753 -2.04853 0.38270 -0.0099 0.0884 -0.0416
H -5.76909 -1.01589 -0.95092 -0.0721 -0.1021 0.0010
H -5.51494 1.42958 -1.59614 -0.2187 -0.0727 -0.0379
C 4.30984 0.15412 -0.41231 0.1377 -0.1106 -0.2437
C 4.12173 -0.20668 -1.88021 -0.1533 0.1135 0.0848
C 2.81595 0.35802 -2.44269 0.5298 -0.0231 -0.2435
N 1.66307 -0.15676 -1.72293 -0.1302 0.0198 0.2170
C 0.72820 -0.97435 -2.15659 -0.0636 0.2667 0.6194
S -0.56359 -1.44955 -1.09954 -0.1978 0.1216 0.4097
N 0.67931 -1.50034 -3.37919 -0.1327 -0.1467 -0.3560
C 1.68499 -1.70051 -4.43520 -0.3684 0.1965 0.0616
O 1.42511 -1.27882 -5.52139 0.0766 -0.0889 0.0507
C 2.83555 -2.52726 -4.06658 0.5146 -0.4256 -0.0337
C 3.83964 -2.69747 -5.02801 -0.2321 0.1582 0.1810
C 4.91259 -3.52736 -4.77067 -0.0064 0.0581 -0.0199
C 4.99543 -4.19773 -3.56025 -0.0378 0.0800 0.0339
C 4.00378 -4.03913 -2.60326 0.0219 -0.0450 0.0349
C 2.92314 -3.21466 -2.85150 -0.1646 0.0919 -0.2619
H 5.23041 -0.28437 -0.04037 0.1080 -0.0135 0.1208
H 3.48848 -0.23713 0.18505 -0.0719 -0.0174 0.1896
H 4.36791 1.23063 -0.27280 -0.0333 0.1486 0.0670
H 4.13086 -1.29187 -1.99015 0.0465 0.1183 -0.0733
H 4.94193 0.19304 -2.47598 0.0372 0.0002 -0.0296
H 2.71491 0.10632 -3.49830 -0.0014 0.2447 0.1009
H 2.81119 1.44683 -2.34188 -0.0831 -0.0643 -0.1009
H 1.53468 0.20974 -0.78142 0.0187 -0.2005 -0.2596
H -0.23604 -1.82346 -3.67778 0.1135 0.0818 0.1495
H 3.75152 -2.17347 -5.96693 0.0046 0.0334 -0.1092
H 5.68108 -3.65580 -5.51474 0.1004 -0.0204 -0.0973
H 5.83437 -4.84491 -3.36415 0.1079 -0.1088 0.0376
H 4.07389 -4.56911 -1.66614 -0.0196 -0.0706 0.0850
H 2.14044 -3.12219 -2.11232 -0.0548 -0.0308 0.0638
```
Positions in Å, forces in eV/Å.